Computed, not measured: the molecule C6H4O, with ωB97M-V/def2-TZVPD.

Structure (XYZ):
```
11
Properties=species:S:1:pos:R:3
C 0.7551 2.3327 0.1490
C 0.4686 0.9126 -0.0245
C 0.2390 -0.2653 -0.1566
C 0.0248 -1.6781 -0.3150
O 0.6493 -2.3939 -1.0502
C -0.8158 -2.2408 1.2685
C -1.4561 -2.3220 0.1810
H 0.7962 2.8391 -0.8203
H 1.7261 2.4586 0.6382
H -0.0083 2.8156 0.7658
H -2.1391 -2.5874 -0.6070
```

Values from the calculation:
Total energy (a.u.): -306.045582
ΔE to the lowest compared entry with this formula, charge and spin (kJ/mol): 435.7
Charge: 0



Computed, not measured: the molecule C6H4O2 in a non-equilibrium geometry, with ωB97M-V/def2-TZVPD.

Structure (XYZ):
```
12
Properties=species:S:1:pos:R:3
O 1.8878 0.9237 0.7258
C 0.9522 0.4016 0.1950
C 1.2700 -0.7755 -0.7427
C 0.1576 -1.3530 -1.3691
C -1.2481 -0.8679 -1.1319
C -1.5929 0.0842 -0.1766
C -0.5066 0.6036 0.6325
O -0.8826 1.0673 1.7341
H 2.3155 -0.9444 -0.8358
H 0.0964 -2.4756 -1.9775
H -2.1525 -1.3434 -1.5297
H -2.4941 0.2774 0.2200
```

Values from the calculation:
Total energy (a.u.): -381.408002
ΔE to the lowest compared entry with this formula, charge and spin (kJ/mol): 186.6
SMILES: O=C1C=CC=CC1=O
Charge: 0